This record from the OMol25 dataset describes an isolated molecule of C4H2N2O at a distorted geometry. The level of theory is ωB97M-V/def2-TZVPD.

Last column: Mulliken charge in e.
Element x y z (Å)
N1 -1.906812 0.355384 -0.132207  -0.361
C1 -0.964851 -0.569043 0.170938  0.195
O1 -1.196792 -1.708480 0.520048  -0.552
C2 0.421320 -0.098665 0.040933  -0.296
C3 1.612095 0.037147 -0.000885  0.823
C4 3.632237 0.774135 -0.199307  -0.039
N2 2.937308 -0.174837 0.033000  -0.214
H1 -1.660374 1.292531 -0.392041  0.218
H2 -2.874130 0.091826 -0.040475  0.226

Forces on the atoms, in the same order (eV/Å):
-0.2 -0.2 0.1
0.0 0.0 0.0
0.0 0.4 -0.1
0.2 0.0 0.0
-1.6 -1.6 0.4
1.0 -0.6 0.1
0.6 1.8 -0.4
0.0 0.0 0.0
0.0 0.1 0.0

- relative energy (zero: lowest compared OMol25 entry of this formula, charge and spin) (eV) = 2.639
- energy (eV) = -9204.1001
- orbital gap (eV) = 10.30
- HOMO energy (eV) = -10.348
- E_LUMO (eV) = -0.05
- maximum force (eV/Å) = 2.288

This record from the OMol25 dataset describes an isolated molecule of C4H2N2O at a distorted geometry. The level of theory is ωB97M-V/def2-TZVPD.

Last column: Mulliken charge in e.
Element x y z (Å)
C1 1.759406 -1.275131 -1.109750  0.046
C2 -0.183123 -1.872623 -2.832636  0.486
C3 -0.021581 -0.068054 -0.011698  -0.829
C4 0.397602 -0.872312 -1.002069  0.670
N1 2.865077 -1.646354 -1.071361  -0.340
N2 0.303755 -2.727257 -3.389974  -0.361
O1 -0.551806 -1.110583 -1.957223  -0.304
H1 -0.995684 0.335278 -0.055820  0.343
H2 0.646898 -0.043012 0.823215  0.290

Forces on the atoms, in the same order (eV/Å):
2.0 -1.6 0.0
0.6 -2.3 -1.9
1.6 -1.8 -0.7
-0.7 2.5 2.3
-2.0 0.9 -0.2
1.0 -2.0 -2.3
-1.7 3.2 2.1
-0.8 0.4 0.3
0.0 0.8 0.4

- relative energy (zero: lowest compared OMol25 entry of this formula, charge and spin) (eV) = 2.115
- energy (eV) = -9204.6238
- orbital gap (eV) = 10.13
- HOMO energy (eV) = -10.559
- SMILES string = C=C(C#N)OC#N
- E_LUMO (eV) = -0.43
- maximum force (eV/Å) = 4.181

This record from the OMol25 dataset describes a structure of composition C4H2N2O at a distorted geometry. The level of theory is ωB97M-V/def2-TZVPD.

Last column: Mulliken charge in e.
Element x y z (Å)
N1 0.267423 1.339598 0.523692  -0.356
C1 -0.317349 0.895890 -0.611144  0.329
O1 -0.829212 1.573852 -1.478753  -0.522
C2 -0.341274 -0.535152 -0.831476  0.399
C3 -0.391129 -1.757946 -1.019233  -0.393
C4 0.102844 -2.179979 0.248877  0.493
N2 0.505574 -2.428862 1.308533  -0.413
H1 0.706708 0.750304 1.218670  0.229
H2 0.296416 2.342293 0.640834  0.235

Forces on the atoms, in the same order (eV/Å):
0.0 0.1 -0.1
-0.1 0.4 -0.3
0.1 0.2 0.2
-0.2 0.0 -0.6
0.3 0.7 0.9
0.4 -1.3 1.0
-0.3 0.0 -0.8
-0.2 -0.1 -0.3
0.0 -0.1 0.0

- relative energy (zero: lowest compared OMol25 entry of this formula, charge and spin) (eV) = 2.427
- energy (eV) = -9204.3124
- orbital gap (eV) = 10.18
- HOMO energy (eV) = -10.845
- E_LUMO (eV) = -0.67
- maximum force (eV/Å) = 1.648

This record from the OMol25 dataset describes an isolated molecule of C4H2N2O4S at a distorted geometry. The level of theory is ωB97M-V/def2-TZVPD.

Last column: Mulliken charge in e.
Element x y z (Å)
C1 -0.265213 -0.713169 0.454383  -0.432
C2 0.502101 0.189085 -0.169117  0.061
C3 -0.030230 -2.094805 0.691719  0.281
C4 2.291728 -2.260103 -0.159001  0.720
N1 1.860806 -0.015878 -0.420924  -0.268
N2 1.147486 -2.545830 0.050469  -0.341
O1 -0.818714 -2.846489 1.153084  -0.491
O2 3.403910 -2.348869 -0.409896  -0.386
O3 4.308967 0.552305 -0.185827  -0.396
O4 2.762295 1.837298 1.198261  -0.436
S1 2.965449 0.856724 0.165231  0.891
H1 -1.219504 -0.449127 0.718392  0.423
H2 0.095570 1.177132 -0.410264  0.374

Forces on the atoms, in the same order (eV/Å):
1.0 1.5 -0.8
-0.4 0.5 1.2
2.1 -0.6 -1.5
-0.9 -1.6 0.1
1.4 1.4 -0.1
-1.3 -0.7 0.8
-0.8 -0.8 0.9
2.3 0.6 -0.4
-0.4 -0.1 -0.5
-0.6 -0.5 -0.9
-0.2 -0.3 0.9
-2.3 0.9 0.3
0.2 -0.4 0.1

- relative energy (zero: lowest compared OMol25 entry of this formula, charge and spin) (eV) = 0.000
- energy (eV) = -26182.5418
- orbital gap (eV) = 9.44
- HOMO energy (eV) = -10.722
- SMILES string = O=C=NC(=O)/C=C\N=S(=O)=O
- E_LUMO (eV) = -1.28
- maximum force (eV/Å) = 2.639

This record from the OMol25 dataset describes a cluster of 2 separate species, C4H2N8O2 in total at a distorted geometry. The level of theory is ωB97M-V/def2-TZVPD.

Last column: Mulliken charge in e.
Element x y z (Å)
C1 -1.280398 -0.188073 -2.640785  0.047
C2 1.044987 -0.067272 2.772624  0.053
C3 0.051582 1.264740 -1.099844  0.458
C4 1.328513 0.277364 0.333387  0.437
N1 -1.445252 -1.485411 -2.686485  -0.328
N2 0.008737 -0.022431 3.516851  -0.289
N3 -0.796521 -1.968560 -1.621731  -0.600
N4 -1.057709 0.265776 2.721030  -0.433
N5 -0.215181 -1.055695 -0.946143  0.107
N6 -0.720735 0.376435 1.535813  0.013
N7 -0.551745 0.143521 -1.544453  0.375
N8 0.649087 0.104916 1.457459  0.347
O1 0.045632 2.365505 -1.502447  -0.428
O2 2.418969 -0.078491 -0.020117  -0.475
H1 -1.601718 0.581574 -3.371229  0.394
H2 2.121752 -0.513897 3.096068  0.321

Forces on the atoms, in the same order (eV/Å):
-0.4 1.0 -0.8
3.1 -2.4 -0.4
3.3 -0.6 3.2
0.9 1.4 -5.3
-0.4 1.2 -0.6
0.0 0.1 1.4
1.1 -0.1 1.1
-0.3 0.1 0.5
-1.1 -0.2 -0.6
0.8 0.1 -1.6
-0.7 -2.6 -1.2
-1.4 0.4 3.4
-0.4 0.2 -0.2
-1.6 0.7 1.3
0.1 -0.9 0.7
-2.9 1.7 -0.9

- relative energy (zero: lowest compared OMol25 entry of this formula, charge and spin) (eV) = 1.200
- energy (eV) = -20190.1692
- orbital gap (eV) = 9.03
- HOMO energy (eV) = -9.747
- E_LUMO (eV) = -0.72
- maximum force (eV/Å) = 5.551

This record from the OMol25 dataset describes the ion C4H2NO3 with charge -1 at a distorted geometry. The level of theory is ωB97M-V/def2-TZVPD.

Last column: Mulliken charge in e.
Element x y z (Å)
C1 -0.236856 0.245317 0.768447  -0.664
C2 -0.383207 -0.094540 -0.632402  0.173
C3 -1.003194 -0.107910 1.798951  0.559
C4 -3.329031 -0.697133 0.879891  0.639
N1 -2.317954 -0.914821 1.416351  -0.393
O1 -1.072386 0.088014 2.976829  -0.620
O2 -4.408490 -0.402538 0.524475  -0.577
O3 -1.355104 -0.676199 -1.181299  -0.628
H1 0.802158 0.476387 1.021157  0.203
H2 0.511930 0.090363 -1.265704  0.308

Forces on the atoms, in the same order (eV/Å):
3.0 0.2 -3.3
-1.8 -1.7 0.3
-4.7 -1.4 1.2
-1.3 1.3 0.0
3.3 -0.9 0.5
1.6 0.6 1.5
-1.2 -0.2 -0.9
1.6 1.3 0.4
-0.4 0.5 0.1
-0.1 0.3 0.2

- relative energy (zero: lowest compared OMol25 entry of this formula, charge and spin) (eV) = 0.576
- energy (eV) = -11813.6459
- orbital gap (eV) = 8.37
- HOMO energy (eV) = -4.253
- total charge = -1
- SMILES string = O=C=NC(=O)/C=C\[O-]
- E_LUMO (eV) = 4.11
- maximum force (eV/Å) = 5.018

This record from the OMol25 dataset describes the ion C4H2NOS2 with charge -1 at a distorted geometry. The level of theory is ωB97M-V/def2-TZVPD.

Last column: Mulliken charge in e.
Element x y z (Å)
C1 0.559211 -0.957081 -0.082888  -0.928
C2 1.250117 0.207955 0.296871  0.021
C3 -0.668814 -0.612572 -0.626024  0.631
C4 -1.187706 0.565775 -0.955551  -0.599
N1 0.787449 1.445487 0.129714  -0.237
O1 -3.367567 -0.975441 -0.331771  -0.584
S1 1.778316 2.688829 0.140310  -0.380
S2 -2.112479 -0.544821 0.376832  0.209
H1 0.822149 -1.875445 0.219242  0.445
H2 2.139320 0.057312 0.833268  0.420

Forces on the atoms, in the same order (eV/Å):
-0.6 4.4 -0.3
-0.4 -1.2 -0.4
0.0 -0.2 -0.7
-0.4 0.1 0.5
-0.9 -1.4 -0.1
0.3 -0.4 0.9
0.7 1.1 0.1
-1.2 0.6 -1.4
1.0 -3.2 1.0
1.6 0.1 0.5

- relative energy (zero: lowest compared OMol25 entry of this formula, charge and spin) (eV) = 6.258
- energy (eV) = -29383.7216
- orbital gap (alpha / beta) (eV) = 6.06 / 6.37
- HOMO energy (alpha / beta) (eV) = -3.613 / -3.694
- total charge = -1
- SMILES string = [O-]S1#CC=1/C=C\N=S
- E_LUMO (alpha / beta) (eV) = 2.45 / 2.68
- maximum force (eV/Å) = 4.498

This record from the OMol25 dataset describes the ion C4H2NOS2 with charge -1 at a distorted geometry. The level of theory is ωB97M-V/def2-TZVPD.

Last column: Mulliken charge in e.
Element x y z (Å)
C1 1.487442 -0.840759 -0.229778  0.505
C2 -1.730144 1.090298 0.953720  -0.553
C3 -2.480123 1.061187 -0.030974  0.776
C4 0.677323 -1.248068 0.565273  -0.444
N1 2.232636 -0.182890 -1.240992  -0.568
O1 -2.926355 1.400374 -1.124680  -0.626
S1 -1.121005 0.433076 2.299321  -0.213
S2 -0.087616 -1.787847 1.947859  -0.404
H1 1.993159 0.716133 -1.024620  0.272
H2 1.954682 -0.641505 -2.115129  0.254

Forces on the atoms, in the same order (eV/Å):
0.4 0.3 -1.2
1.4 -1.0 2.5
-1.6 2.0 -4.7
0.9 -0.3 0.4
-0.2 -4.6 1.2
0.1 -1.2 1.7
0.4 -0.6 0.7
-0.9 0.8 0.1
-0.6 3.2 -0.8
0.1 1.3 0.1

- relative energy (zero: lowest compared OMol25 entry of this formula, charge and spin) (eV) = 4.511
- energy (eV) = -29385.4685
- orbital gap (eV) = 6.27
- HOMO energy (eV) = -3.137
- total charge = -1
- SMILES string = NC#CSSC#C[O-]
- E_LUMO (eV) = 3.14
- maximum force (eV/Å) = 5.319

This record from the OMol25 dataset describes a cluster of 2 separate species, C4H2O2 in total at a distorted geometry. The level of theory is ωB97M-V/def2-TZVPD.

Last column: Mulliken charge in e.
Element x y z (Å)
O1 -2.807279 -0.546638 0.731885  -0.101
C1 -1.685152 -0.676939 0.710327  0.016
C2 -0.845488 1.432067 -0.898831  -0.499
C3 0.329669 0.981782 -0.751696  -0.041
C4 1.340819 0.196543 -0.314254  0.247
O2 1.125637 -0.841697 0.449249  -0.348
H1 0.143736 -0.884133 0.610682  0.381
H2 2.398058 0.339015 -0.537363  0.345

Forces on the atoms, in the same order (eV/Å):
1.1 -0.1 0.0
-1.6 -0.1 0.2
0.8 0.1 -0.2
-0.5 0.2 0.0
0.0 0.0 0.0
0.0 0.1 -0.1
0.3 -0.1 0.0
-0.2 0.1 0.0

- relative energy (zero: lowest compared OMol25 entry of this formula, charge and spin) (eV) = 2.127
- energy (eV) = -8270.4013
- orbital gap (eV) = 9.00
- HOMO energy (eV) = -10.026
- E_LUMO (eV) = -1.02
- maximum force (eV/Å) = 1.579

This record from the OMol25 dataset describes an isolated molecule of C4H2O2 at a distorted geometry. The level of theory is ωB97M-V/def2-TZVPD.

Last column: Mulliken charge in e.
Element x y z (Å)
C1 -0.393238 -0.631293 0.053373  0.081
C2 2.132848 0.846463 -0.759065  0.752
C3 0.890113 0.974677 -1.101426  -0.441
C4 -0.693594 -1.289844 1.010814  -0.342
O1 -0.124391 0.028150 -0.990057  -0.396
O2 3.315678 0.836171 -0.561417  -0.369
H1 -1.159578 -1.983182 1.622622  0.453
H2 0.510266 1.714067 -1.894793  0.263

Forces on the atoms, in the same order (eV/Å):
-0.2 -1.0 2.1
4.7 0.0 0.3
-2.3 1.3 -2.1
0.2 0.6 -1.3
0.2 0.6 -1.5
-3.7 0.0 -0.2
-0.3 -0.7 1.1
1.4 -0.8 1.6

- relative energy (zero: lowest compared OMol25 entry of this formula, charge and spin) (eV) = 2.289
- energy (eV) = -8270.2397
- orbital gap (eV) = 8.57
- HOMO energy (eV) = -9.105
- SMILES string = C#COC=C=O
- E_LUMO (eV) = -0.53
- maximum force (eV/Å) = 4.696

This record from the OMol25 dataset describes a cluster of 2 separate species, C4H2O2 in total at a distorted geometry. The level of theory is ωB97M-V/def2-TZVPD.

Last column: Mulliken charge in e.
Element x y z (Å)
O1 2.909461 0.626122 -1.752495  -0.106
C1 1.901009 0.115333 -1.855890  0.028
C2 -0.051426 -0.024094 -0.027053  -0.653
O2 -0.560178 -0.702395 -1.019354  -0.268
C3 -0.897780 0.048905 1.110774  -0.078
C4 -1.458329 0.227409 2.169688  0.200
H1 0.147378 -0.650891 -1.709902  0.492
H2 -1.990134 0.359611 3.084232  0.385

Forces on the atoms, in the same order (eV/Å):
-1.3 -0.6 -0.1
1.5 0.7 -0.1
-0.1 0.0 0.0
0.3 0.3 0.3
-0.3 0.0 0.3
0.2 -0.1 -0.4
-0.4 -0.2 0.1
0.1 0.0 -0.1

- relative energy (zero: lowest compared OMol25 entry of this formula, charge and spin) (eV) = 2.065
- energy (eV) = -8270.4634
- orbital gap (eV) = 8.55
- HOMO energy (eV) = -8.750
- E_LUMO (eV) = -0.20
- maximum force (eV/Å) = 1.682

Q: Number 1 is which compound?
A: C4H2N2O

Q: What is the formula in the eighth record?
A: C4H2NOS2